1.
Density functional theory data (wB97M-V/def2-TZVPD) for C4H7NO3 in the gas phase.

Computed properties:
energy relative to the best compared isomer or geometry (same formula, charge and spin)	97.0	kJ/mol

The geometry in ORCA input format:
```
! RIJCOSX wB97M-V def2-TZVPD def2/J DEFGRID3
* xyz 0 1
O 0.3081 -2.3036 1.2002
C 1.4664 -2.0205 1.0626
C 1.9088 -0.7223 0.3738
C 0.9098 0.4301 0.3595
N -0.3965 0.1177 -0.2381
C -1.2445 1.0215 -0.7507
O -2.4266 0.8725 -0.9722
O -0.6395 2.2419 -0.9271
H 2.2967 -2.6208 1.4652
H 2.3785 -0.9757 -0.5806
H 2.8344 -0.4237 0.9076
H 1.2480 1.2398 -0.2929
H 0.8431 0.7380 1.4078
H -0.7717 -0.7949 -0.0808
H -1.1741 2.7396 -1.5464
*
```

Löwdin atomic charge list, values in e, 6 entries: number 1, O, carries 0.0598; number 2, C, carries -0.2399; number 3, C, carries -0.1451; number 4, C, carries -0.1586; number 5, N, carries 0.0904; number 6, C, carries -0.6073

=====

2.
Density functional theory data (wB97M-V/def2-TZVPD) for a molecular structure, C17H43BFGaO12.

Computed properties:
calculated total energy	-3625.7434	a.u.

The geometry in ORCA input format:
```
! RIJCOSX wB97M-V def2-TZVPD def2/J DEFGRID3
* xyz -2 1
O 1.4556 -2.3324 1.3711
C 1.2906 -1.6496 0.2342
O 1.8681 -1.9801 -1.0782
Ga 0.0402 0.0489 0.2597
F 0.4244 1.1046 1.8241
B -1.9165 -0.7493 0.3134
O -2.5354 -1.2039 -0.9473
O -2.6009 -0.8430 1.6488
H 0.3289 0.8736 -1.0959
H -3.1027 -0.4868 -1.3600
H -2.3099 -1.7654 1.9789
C 5.2975 -5.7621 2.2778
O 5.8134 -4.4575 2.0329
C 6.7688 -4.4429 0.9672
C 6.1470 -3.9161 -0.3298
O 5.1546 -4.8166 -0.8331
C 3.8329 -4.3745 -0.5454
H 4.4258 -5.6680 2.9293
H 4.9896 -6.2584 1.3530
H 6.0528 -6.3667 2.7878
H 7.2046 -5.4381 0.8194
H 7.5737 -3.7659 1.2708
H 6.9308 -3.8488 -1.0917
H 5.7292 -2.9124 -0.1880
H 3.5716 -3.5399 -1.2028
H 3.7205 -4.0730 0.4985
H 3.1442 -5.2034 -0.7435
C -0.6419 4.4393 0.7890
O 0.3948 3.9588 -0.0610
C 0.4989 4.7160 -1.2713
C 1.6672 5.7045 -1.2100
O 1.4304 6.7288 -0.2385
C 2.1453 6.4984 0.9701
H -0.5197 3.9776 1.7713
H -0.6009 5.5259 0.9069
H -1.6149 4.1481 0.3833
H -0.4430 5.2322 -1.4915
H 0.6862 4.0008 -2.0788
H 1.7561 6.2023 -2.1815
H 2.6126 5.1865 -1.0102
H 3.2048 6.7269 0.8215
H 2.0338 5.4702 1.3217
H 1.7473 7.1725 1.7368
C -0.3911 -0.2486 -6.8958
O 0.3528 -1.3218 -6.3273
C 0.8014 -1.0280 -5.0002
C -0.0760 -1.7181 -3.9512
O -1.4005 -1.1754 -3.9438
C -2.3285 -2.0144 -4.6220
H -0.8886 -0.6169 -7.7957
H -1.1518 0.1294 -6.2068
H 0.2879 0.5614 -7.1770
H 0.8397 0.0546 -4.8313
H 1.8212 -1.4170 -4.9157
H 0.3501 -1.5301 -2.9600
H -0.0982 -2.8031 -4.1072
H -2.5601 -2.8855 -4.0020
H -1.9504 -2.3411 -5.5935
H -3.2508 -1.4450 -4.7821
C -6.7901 0.2049 5.2668
O -5.7533 -0.2756 4.4168
C -5.6493 0.4816 3.2065
C -4.4809 1.4701 3.2678
O -4.7178 2.4944 4.2393
C -4.0029 2.2640 5.4479
H -6.6678 -0.2568 6.2491
H -6.7491 1.2915 5.3847
H -7.7631 -0.0863 4.8611
H -6.5911 0.9978 2.9863
H -5.4620 -0.2336 2.3990
H -4.3921 1.9679 2.2963
H -3.5355 0.9521 3.4676
H -2.9433 2.4925 5.2992
H -4.1143 1.2358 5.7995
H -4.4009 2.9381 6.2146
*
```

Löwdin atomic charge list, values in e, 6 entries: number 1, O, carries -0.2532; number 2, C, carries -0.5342; number 3, O, carries -0.3755; number 4, Ga, carries 0.4460; number 5, F, carries -0.4637; number 6, B, carries -0.5191

=====

3.
Density functional theory data (wB97M-V/def2-TZVPD) for 7 unconnected molecules or ions with the total composition C25H70N8O7.

Computed properties:
energy relative to the best compared isomer or geometry (same formula, charge and spin)	215.2	kJ/mol

The geometry in ORCA input format:
```
! RIJCOSX wB97M-V def2-TZVPD def2/J DEFGRID3
* xyz 0 1
C 21.4777 0.7559 11.7191
O 21.1635 2.1316 11.8422
C 22.1608 2.9805 11.2648
C 22.1990 2.8363 9.7257
C 23.4998 3.3774 9.1430
N 21.0725 3.4964 9.0925
H 22.5497 0.5691 11.5895
H 21.0165 0.3547 10.8126
H 21.1868 0.1569 12.5805
H 21.8652 3.9429 11.6874
H 23.1702 2.7460 11.6350
H 22.1403 1.7762 9.4724
H 23.6940 4.3877 9.5049
H 23.3884 3.3692 8.0571
H 24.3975 2.7877 9.3389
H 20.1936 3.2562 9.5355
H 21.1280 4.5114 9.0765
C 22.4833 9.3169 5.4253
O 21.9689 8.5639 4.3495
C 20.6748 8.0577 4.5447
C 20.6720 6.5958 4.0744
C 19.2987 5.9453 4.2222
N 21.6839 5.8655 4.8561
H 23.3615 9.8065 4.9981
H 22.9080 8.7097 6.2317
H 21.8151 10.0963 5.7927
H 20.3362 8.0573 5.5846
H 19.9568 8.5619 3.8845
H 20.9513 6.5712 3.0145
H 18.7721 6.3933 5.0681
H 19.4453 4.8742 4.3685
H 18.6227 6.0332 3.3712
H 22.5800 5.9788 4.4044
H 21.4548 4.8873 4.9545
C 26.5283 14.6983 7.3964
O 25.5369 13.7014 7.5186
C 24.2223 14.2064 7.4570
C 23.3147 13.2088 8.1462
C 23.4351 11.8085 7.5323
N 21.9094 13.6423 8.0537
H 27.4667 14.1509 7.3196
H 26.5516 15.3472 8.2786
H 26.3765 15.3090 6.4996
H 24.1233 15.2215 7.8807
H 23.9437 14.4742 6.4261
H 23.5684 13.0553 9.2016
H 23.1916 11.8377 6.4728
H 22.7743 11.1053 8.0496
H 24.4182 11.3833 7.7353
H 21.3257 13.0262 8.5990
H 21.8674 14.6056 8.3613
C 24.2137 6.8121 11.7827
O 23.6567 7.3712 10.6355
C 22.2621 7.4183 10.5667
C 21.8058 7.8217 9.1919
C 20.4063 8.4114 9.0911
N 21.8538 6.6082 8.3338
H 23.9483 7.4857 12.6098
H 25.2983 6.7296 11.7410
H 23.8530 5.7960 11.9917
H 21.7528 6.4625 10.7662
H 21.8923 8.0927 11.3523
H 22.5229 8.4789 8.6806
H 20.2271 9.1102 9.9126
H 19.6947 7.5915 9.2010
H 20.1885 8.8721 8.1290
H 22.7361 6.1516 8.5556
H 21.8849 6.8100 7.3396
C 26.9634 5.1013 14.9916
O 26.0335 4.0499 15.1432
C 24.8333 4.2625 14.4407
C 23.9117 3.0795 14.5389
C 23.3688 2.9227 15.9812
N 24.5305 1.8105 14.1096
H 27.5777 5.0860 15.8874
H 26.4506 6.0663 14.9074
H 27.5567 4.9993 14.0777
H 24.3017 5.1205 14.8693
H 25.0551 4.4354 13.3785
H 22.9810 3.1059 13.9683
H 22.5720 2.1741 16.0124
H 22.8899 3.8278 16.3674
H 24.1316 2.6220 16.7023
H 25.4058 1.6305 14.6067
H 23.9947 1.0953 14.6064
C 17.9986 6.8511 11.9655
O 17.7757 6.1118 10.7618
C 16.7211 6.5950 9.9674
C 16.6893 5.7964 8.6780
C 17.9983 5.8821 7.8979
N 15.5449 6.1773 7.8083
H 17.1660 7.5275 12.1579
H 18.9380 7.3984 11.8942
H 18.0540 6.0969 12.7484
H 15.7298 6.4776 10.4312
H 16.8559 7.6678 9.7821
H 16.6023 4.7304 8.9281
H 18.0099 5.4037 6.9215
H 18.7694 5.5557 8.5978
H 18.3008 6.9181 7.7065
H 15.5751 5.5081 7.0468
H 14.7191 5.9638 8.3639
N 26.8824 5.2600 7.3247
C 25.9928 6.0535 8.0050
N 25.8892 5.7888 9.3426
O 25.4134 7.0142 7.5075
H 27.3467 4.4931 7.7605
H 27.0267 5.6875 6.4229
H 26.5702 5.2622 9.8573
H 25.2485 6.3436 9.8908
*
```

Löwdin atomic charge list, values in e, 6 entries: number 1, C, carries -0.1235; number 2, O, carries -0.1923; number 3, C, carries -0.2062; number 4, C, carries -0.4302; number 5, C, carries -0.0649; number 6, N, carries 0.0488